Entry 1:
The following is a DFT calculation (the ωB97M-V functional and the def2-TZVPD basis) of a molecular structure, C4H8O2.

Each line ends with the Löwdin charge.
Positions of all 14 atoms, in Å:
C1 1.52 0.14 -0.24  -0.01
C2 0.14 -0.14 0.31  -0.54
O1 0.29 -0.66 1.60  0.01
C3 -0.78 -0.87 -0.70  -0.11
O2 -1.42 0.37 -1.04  -0.10
C4 -0.87 1.01 0.11  -0.12
H1 1.43 0.63 -1.22  0.10
H2 2.08 -0.79 -0.35  0.09
H3 2.07 0.80 0.44  0.09
H4 -0.57 -0.63 2.04  0.10
H5 -1.48 -1.57 -0.21  0.13
H6 -0.32 -1.36 -1.56  0.13
H7 -1.60 1.06 0.94  0.13
H8 -0.49 2.01 -0.10  0.13

The calculation puts the frontier orbital gap at 10.790 eV. As for the energy above the lowest of the compared OMol25 structures with the same formula, charge and spin: 1.838 eV. For the maximum force, the calculation gives 0.4 eV/A. Its total energy is -307.64488 hartree. Its total charge is 0.

Entry 2:
The following is a DFT calculation (the ωB97M-V functional and the def2-TZVPD basis) of 2 unconnected molecules or ions with the total composition C4H8O2.

Each line ends with the Löwdin charge.
Positions of all 14 atoms, in Å:
C1 1.40 -0.27 -1.28  -0.07
C2 0.26 0.96 1.00  0.05
C3 -0.52 0.29 2.06  -0.23
O1 0.19 -0.61 -0.58  -0.16
C4 -0.95 -0.64 -1.29  -0.35
O2 -2.02 -0.82 -0.78  0.10
H1 2.09 0.04 -0.51  0.08
H2 1.77 -1.14 -1.84  0.10
H3 1.22 0.57 -1.96  0.10
H4 -0.49 1.50 0.37  0.02
H5 -1.53 -0.06 1.82  0.06
H6 -0.63 1.15 2.75  0.09
H7 0.03 -0.48 2.61  0.06
H8 -0.80 -0.48 -2.37  0.15

The calculation puts the frontier orbital gap at 9.008 eV. As for the energy above the lowest of the compared OMol25 structures with the same formula, charge and spin: 5.038 eV. For the maximum force, the calculation gives 0.6 eV/A. Its total energy is -307.52728 hartree. Its total charge is 0.

Entry 3:
The following is a DFT calculation (the ωB97M-V functional and the def2-TZVPD basis) of 2 unconnected molecules or ions with the total composition C4H8O2.

Each line ends with the Löwdin charge.
Positions of all 14 atoms, in Å:
O1 -1.23 0.26 -0.86  0.00
C1 -0.43 -0.76 -0.42  -0.49
C2 0.27 -1.47 -1.30  0.04
C3 0.90 2.23 0.16  -0.09
O2 -0.07 2.14 0.87  -0.02
C4 -0.48 -1.03 1.06  -0.04
H1 -1.29 0.93 -0.15  0.07
H2 -1.46 -1.43 1.34  0.09
H3 0.22 -1.23 -2.36  0.06
H4 0.87 -2.32 -0.98  0.06
H5 0.89 1.88 -0.89  0.09
H6 1.85 2.65 0.54  0.09
H7 0.29 -1.75 1.35  0.08
H8 -0.32 -0.11 1.64  0.06

The calculation puts the frontier orbital gap at 9.166 eV. As for the energy above the lowest of the compared OMol25 structures with the same formula, charge and spin: 2.001 eV. Its SMILES is C=C(C)O.C=O. For the maximum force, the calculation gives 0.4 eV/A. Its total energy is -307.63891 hartree. Its total charge is 0.

Entry 4:
The following is a DFT calculation (the ωB97M-V functional and the def2-TZVPD basis) of a single C4H8O2 molecule.

Each line ends with the Löwdin charge.
Positions of all 14 atoms, in Å:
O1 1.55 0.69 -0.73  -0.05
C1 1.09 0.23 0.52  -0.29
C2 -0.47 0.89 0.68  -0.03
C3 -0.88 -0.40 -0.07  -0.37
O2 -0.84 -0.19 -1.49  -0.05
C4 0.41 -1.13 0.32  -0.10
H1 0.84 0.43 -1.35  0.07
H2 1.94 0.30 1.23  0.14
H3 -0.37 1.78 0.07  0.09
H4 -1.25 1.17 1.44  0.11
H5 -1.80 -0.90 0.24  0.14
H6 -1.37 0.59 -1.68  0.11
H7 0.78 -1.80 -0.46  0.12
H8 0.35 -1.65 1.28  0.12

The calculation puts the frontier orbital gap at 10.493 eV. As for the energy above the lowest of the compared OMol25 structures with the same formula, charge and spin: 2.571 eV. Its SMILES is O[C@H]1C[C@@H](O)C1. For the maximum force, the calculation gives 1.8 eV/A. Its total energy is -307.61796 hartree. Its total charge is 0.

Entry 5:
The following is a DFT calculation (the ωB97M-V functional and the def2-TZVPD basis) of a single C4H8O2 molecule.

Each line ends with the Löwdin charge.
Positions of all 14 atoms, in Å:
O1 1.52 0.87 0.40  -0.09
C1 1.40 -0.33 -0.34  -0.24
C2 0.06 -1.07 -0.08  -0.16
C3 -0.90 -0.15 0.68  -0.17
C4 -1.64 0.82 -0.20  -0.25
O2 -1.17 1.22 -1.25  0.04
H1 1.17 1.56 -0.16  0.08
H2 2.24 -0.96 -0.05  0.11
H3 1.49 -0.08 -1.40  0.11
H4 0.24 -1.96 0.53  0.11
H5 -0.37 -1.40 -1.03  0.11
H6 -1.57 -0.67 1.37  0.12
H7 -0.23 0.53 1.20  0.11
H8 -2.59 1.23 0.19  0.12

The calculation puts the frontier orbital gap at 10.882 eV. As for the energy above the lowest of the compared OMol25 structures with the same formula, charge and spin: 1.443 eV. Its SMILES is O=CCCCO. For the maximum force, the calculation gives 0.8 eV/A. Its total energy is -307.65942 hartree. Its total charge is 0.

Entry 6:
The following is a DFT calculation (the ωB97M-V functional and the def2-TZVPD basis) of a single C4H8O2 molecule.

Each line ends with the Löwdin charge.
Positions of all 14 atoms, in Å:
C1 1.50 1.36 0.41  -0.07
C2 0.72 0.45 -0.52  -0.28
O1 0.45 -0.77 0.16  -0.16
C3 -0.73 -1.41 -0.26  -0.19
C4 -1.91 -0.75 0.43  -0.23
O2 -2.87 -0.28 -0.13  0.06
H1 2.40 0.86 0.76  0.08
H2 0.89 1.63 1.28  0.08
H3 1.79 2.28 -0.11  0.08
H4 -0.22 0.94 -0.83  0.12
H5 1.30 0.24 -1.43  0.12
H6 -0.66 -2.45 0.07  0.13
H7 -0.87 -1.39 -1.35  0.13
H8 -1.79 -0.70 1.54  0.13

The calculation puts the frontier orbital gap at 10.670 eV. As for the energy above the lowest of the compared OMol25 structures with the same formula, charge and spin: 1.634 eV. Its SMILES is CCOCC=O. For the maximum force, the calculation gives 0.5 eV/A. Its total energy is -307.65238 hartree. Its total charge is 0.

Entry 7:
The following is a DFT calculation (the ωB97M-V functional and the def2-TZVPD basis) of a single C4H8O2 molecule.

Each line ends with the Löwdin charge.
Positions of all 14 atoms, in Å:
C1 0.67 -1.07 0.38  -0.19
C2 1.35 0.07 -0.35  -0.21
C3 -0.67 1.11 0.42  -0.18
C4 -1.34 -0.04 -0.41  -0.18
H1 0.77 -0.92 1.52  0.14
H2 1.21 -2.03 0.05  0.14
H3 2.42 0.07 -0.17  0.12
H4 1.18 -0.13 -1.44  0.13
H5 -0.80 0.89 1.49  0.12
H6 -1.12 2.13 0.25  0.14
H7 -2.42 -0.19 -0.22  0.13
H8 -1.17 0.08 -1.52  0.13
O1 0.66 1.25 -0.04  -0.14
O2 -0.73 -1.23 0.03  -0.16

The calculation puts the frontier orbital gap at 10.575 eV. As for the energy above the lowest of the compared OMol25 structures with the same formula, charge and spin: 2.206 eV. Its SMILES is C1COCCO1. For the maximum force, the calculation gives 2.5 eV/A. Its total energy is -307.63137 hartree. Its total charge is 0.

Entry 8:
The following is a DFT calculation (the ωB97M-V functional and the def2-TZVPD basis) of a single C4H8O2 molecule.

Each line ends with the Löwdin charge.
Positions of all 14 atoms, in Å:
C1 1.61 1.30 -0.09  -0.01
C2 0.17 0.76 -0.13  -0.42
O1 0.27 -0.43 -0.89  -0.09
C3 -0.55 -1.45 -0.33  -0.16
C4 -1.40 -0.69 0.68  -0.14
O2 -0.54 0.42 1.04  -0.07
H1 1.67 2.34 0.25  0.08
H2 1.91 1.29 -1.15  0.09
H3 2.33 0.68 0.45  0.09
H4 -0.43 1.54 -0.65  0.15
H5 -1.13 -1.93 -1.13  0.12
H6 0.08 -2.22 0.13  0.12
H7 -1.61 -1.21 1.62  0.12
H8 -2.37 -0.42 0.22  0.13

The calculation puts the frontier orbital gap at 10.809 eV. As for the energy above the lowest of the compared OMol25 structures with the same formula, charge and spin: 1.494 eV. Its SMILES is CC1OCCO1. For the maximum force, the calculation gives 0.8 eV/A. Its total energy is -307.65753 hartree. Its total charge is 0.

Entry 9:
The following is a DFT calculation (the ωB97M-V functional and the def2-TZVPD basis) of a molecular structure, C4H8O2.

Each line ends with the Löwdin charge.
Positions of all 14 atoms, in Å:
C1 2.02 -0.02 -0.47  -0.11
O1 0.86 -0.80 -0.27  -0.17
C2 -0.32 -0.04 -0.20  -0.46
C3 -1.50 -1.00 -0.11  -0.02
C4 -0.31 0.83 1.00  -0.06
O2 -1.25 1.76 1.05  0.05
H1 2.87 -0.71 -0.51  0.09
H2 1.97 0.54 -1.41  0.09
H3 2.18 0.69 0.36  0.08
H4 -0.43 0.61 -1.09  0.16
H5 -1.49 -1.66 -0.98  0.09
H6 -1.44 -1.61 0.80  0.09
H7 -2.44 -0.44 -0.10  0.08
H8 -0.74 1.83 1.92  0.10

The calculation puts the frontier orbital gap at 9.285 eV. As for the energy above the lowest of the compared OMol25 structures with the same formula, charge and spin: 4.559 eV. For the maximum force, the calculation gives 2.4 eV/A. Its total energy is -307.54488 hartree. Its total charge is 0.

Entry 10:
The following is a DFT calculation (the ωB97M-V functional and the def2-TZVPD basis) of 2 unconnected molecules or ions with the total composition C4H8O2.

Each line ends with the Löwdin charge.
Positions of all 14 atoms, in Å:
C1 0.12 0.05 2.11  -0.06
C2 -0.98 0.58 1.23  -0.33
O1 -1.75 -0.13 0.62  0.02
C3 0.98 0.24 -1.48  -0.31
O2 0.81 1.30 -0.93  0.02
C4 -0.13 -0.67 -1.95  -0.06
H1 -0.01 0.40 3.13  0.08
H2 0.12 -1.04 2.08  0.08
H3 1.09 0.44 1.75  0.08
H4 -1.06 1.68 1.19  0.12
H5 2.01 -0.14 -1.65  0.12
H6 -0.33 -1.41 -1.16  0.08
H7 0.17 -1.20 -2.86  0.08
H8 -1.05 -0.10 -2.10  0.08

The calculation puts the frontier orbital gap at 10.820 eV. As for the energy above the lowest of the compared OMol25 structures with the same formula, charge and spin: 1.427 eV. Its SMILES is CC=O.CC=O. For the maximum force, the calculation gives 0.6 eV/A. Its total energy is -307.65999 hartree. Its total charge is 0.

Entry 11:
The following is a DFT calculation (the ωB97M-V functional and the def2-TZVPD basis) of a single C4H8O2 molecule.

Each line ends with the Löwdin charge.
Positions of all 14 atoms, in Å:
O1 -1.65 1.46 0.31  -0.06
C1 -0.90 0.91 -0.75  -0.23
C2 -0.44 -0.52 -0.46  -0.21
C3 1.01 -0.94 -0.56  -0.06
C4 0.38 -0.71 0.78  -0.33
O2 0.69 0.48 1.45  -0.03
H1 -1.04 1.54 1.07  0.07
H2 -0.03 1.53 -0.99  0.12
H3 -1.57 0.92 -1.61  0.12
H4 -1.16 -1.30 -0.72  0.14
H5 1.75 -0.23 -0.91  0.11
H6 1.18 -1.97 -0.85  0.10
H7 0.18 -1.55 1.44  0.15
H8 1.58 0.39 1.81  0.11

The calculation puts the frontier orbital gap at 10.780 eV. As for the energy above the lowest of the compared OMol25 structures with the same formula, charge and spin: 1.902 eV. Its SMILES is OC[C@H]1C[C@H]1O. For the maximum force, the calculation gives 0.4 eV/A. Its total energy is -307.64252 hartree. Its total charge is 0.

Entry 12:
The following is a DFT calculation (the ωB97M-V functional and the def2-TZVPD basis) of a molecular structure, C4H8O2.

Each line ends with the Löwdin charge.
Positions of all 14 atoms, in Å:
C1 1.24 -1.13 -0.13  -0.06
C2 0.63 0.16 0.32  -0.25
O1 1.61 1.39 0.02  0.01
C3 -0.66 0.66 -0.02  -0.46
O2 -0.79 1.87 -0.32  0.00
C4 -1.86 -0.25 0.02  0.00
H1 0.54 -1.94 0.08  0.08
H2 2.17 -1.35 0.40  0.08
H3 1.45 -1.13 -1.21  0.09
H4 1.32 1.08 1.05  0.16
H5 0.87 2.03 -0.26  0.10
H6 -2.24 -0.37 -1.00  0.09
H7 -2.64 0.23 0.62  0.09
H8 -1.64 -1.24 0.44  0.07

The calculation puts the frontier orbital gap at 9.279 eV. As for the energy above the lowest of the compared OMol25 structures with the same formula, charge and spin: 3.624 eV. For the maximum force, the calculation gives 0.4 eV/A. Its total energy is -307.57925 hartree. Its total charge is 0.